{"formula": "C3H5NO2", "method": "ωB97M-V with the def2-TZVPD basis set", "spin_multiplicity": 1, "charge": 0, "smiles": "CN(C=O)C=O", "relative_energy_kcal_mol": 19.44, "homo_energy_ev": -10.36, "lumo_ev": 0.61, "gap_ev": 11.0, "energy_ha": -322.54335, "elements": ["H", "H", "C", "H", "C", "H", "O", "N", "H", "C", "O"], "xyz": [[0.06049, -2.21926, 0.07429], [-1.77698, 0.87199, 0.25990], [0.64878, -1.34724, 0.04761], [1.64720, 0.95027, -0.40713], [0.61759, 1.13604, -0.03744], [0.55654, 1.67847, 0.99007], [1.85588, -1.33473, -0.02705], [-0.07522, -0.18227, -0.03789], [0.09415, 1.75800, -0.82445], [-1.46786, -0.15331, 0.04611], [-2.16054, -1.15793, -0.08402]], "mulliken_charge": [0.420, 0.360, 0.071, 0.325, -0.923, 0.277, -0.532, 0.019, 0.364, 0.148, -0.529]}